Formula: C6H10IN2
Source: the Open Molecules 2025 dataset
Level of theory: the ωB97M-V functional and the def2-TZVPD basis

Values from the calculation:
E_LUMO = -3.886 eV
Kohn-Sham gap = 9.0547 eV
Calculated total energy = -641.4914 Eh
Energy relative to the best compared isomer or geometry (same formula, charge and spin) = 1.903 eV
Charge = +1
SMILES string = N[C@]1(I)C=CC=C[C@@H]1[NH3+]

XYZ file:
```
19
C6H10IN2 the ωB97M-V functional and the def2-TZVPD basis
C -0.0933 -2.2458 -0.1651
C -0.1359 -1.8292 1.2030
C -0.2986 -1.3594 -1.1398
C -0.4316 -0.6069 1.5735
C -0.4657 0.1556 -0.9823
C -1.1046 0.5294 0.2905
N -0.6960 1.7691 0.8075
N 0.8807 0.8526 -0.7539
I -3.2284 0.1215 -0.0685
H -0.0078 -3.3235 -0.3956
H 0.2818 -2.6323 1.8083
H -0.1446 -1.6946 -2.2014
H -0.5286 -0.1642 2.6184
H -0.8892 0.6963 -1.8479
H -1.2002 2.4829 0.4258
H -0.6827 1.8332 1.8803
H 1.3183 0.2959 0.0279
H 0.6918 1.8040 -0.2153
H 1.6174 1.0294 -1.5245
```

Results of the natural (NBO) charge analysis, in e, for atoms 1 through 4: -0.179, -0.246, -0.199, -0.183